Entry 1:
DFT (ωB97M-V with the def2-TZVPD basis set) results for a gas-phase ion, C5H8N (charge +1) at a distorted geometry.

As for the HOMO-LUMO gap: 11.069 eV. The net charge is +1. The HOMO energy is -0.626 Eh. The LUMO energy comes out at -0.2189 Eh. The energy relative to the best compared isomer or geometry (same formula, charge and spin) is 4.702 eV. The total energy comes out at -249.65233 Eh.

The geometry in XYZ format:
```
14
Properties=species:S:1:pos:R:3:lowdin_charge:R:1
C -1.81724 1.37828 -0.94877 0.34
C 0.78329 -0.56042 -0.61890 -0.12
C 0.69782 0.71760 -1.38707 -0.10
C -0.72221 -0.67007 -0.44502 -0.13
C -1.27590 -0.75490 0.95082 -0.02
N -0.66540 0.98656 -0.95555 -0.06
H 1.11953 -1.43443 -1.12292 0.12
H 1.34538 -0.58903 0.41062 0.18
H 1.49742 1.56357 -1.17381 0.19
H 0.77872 0.53453 -2.49677 0.16
H -1.29268 -1.09268 -1.20533 0.13
H -0.51170 -0.34756 1.62093 0.10
H -1.39417 -1.79982 1.15892 0.10
H -2.23874 -0.21781 1.08530 0.11
```

Entry 2:
DFT (ωB97M-V with the def2-TZVPD basis set) results for a single C3H2F2S molecule at a distorted geometry.

The SMILES is F/C=C(\F)C=S. As for the HOMO-LUMO gap: 7.769 eV. The net charge is 0. The HOMO energy is -0.343 Eh. The LUMO energy comes out at -0.0571 Eh. The energy relative to the best compared isomer or geometry (same formula, charge and spin) is 0.938 eV. The total energy comes out at -713.34819 Eh.

The geometry in XYZ format:
```
8
Properties=species:S:1:pos:R:3:lowdin_charge:R:1
F 1.41597 0.18915 1.92260 0.05
C 0.31266 0.24718 1.13915 -0.03
C 0.39071 -0.13894 -0.18046 -0.35
F 1.69285 -0.37202 -0.66690 0.01
C -0.67017 -0.22183 -1.08606 -0.55
S -2.08505 0.63265 -0.72840 0.66
H -0.52835 0.68167 1.55986 0.08
H -0.52862 -1.01786 -1.95979 0.13
```

Entry 3:
DFT (ωB97M-V with the def2-TZVPD basis set) results for a molecular structure, C5H9NOS at a distorted geometry.

As for the HOMO-LUMO gap: 8.528 eV. The net charge is 0. The HOMO energy is -0.319 Eh. The LUMO energy comes out at -0.0053 Eh. The energy relative to the best compared isomer or geometry (same formula, charge and spin) is 3.750 eV. The total energy comes out at -723.98198 Eh.

The geometry in XYZ format:
```
17
Properties=species:S:1:pos:R:3:lowdin_charge:R:1
C 2.19266 0.08230 -0.33974 -0.04
C 0.29514 1.67730 -0.17413 -0.53
C 0.34972 -0.55011 1.01952 -0.13
C -0.83564 -1.00949 0.64364 -0.09
C -1.67985 -0.78299 -0.53103 -0.36
H 2.69737 0.77063 -1.06072 0.09
H 2.77450 -0.24183 0.49422 0.06
H 1.82010 -0.96250 -0.90896 0.15
H 1.06905 2.33299 -0.77978 0.12
H 1.11821 -0.95634 1.75324 0.14
H -1.16096 -1.84383 1.29361 0.13
H -1.19472 -0.07316 -1.13983 0.07
H -1.89710 -1.76436 -0.96463 0.13
H -2.37235 0.78568 0.08159 -0.05
N 0.91891 0.56579 0.31408 -0.24
O -2.85481 -0.19875 -0.10528 -0.17
S -1.24023 2.16865 0.40419 0.70
```

Entry 4:
DFT (ωB97M-V with the def2-TZVPD basis set) results for 10 unconnected molecules or ions with the total composition C23H50BCl19O4PS.

As for the HOMO-LUMO gap: 9.348 eV. The net charge is +1. The HOMO energy is -0.434 Eh. The LUMO energy comes out at -0.0906 Eh. The total energy comes out at -10715.25813 Eh.

The geometry in XYZ format:
```
99
Properties=species:S:1:pos:R:3:lowdin_charge:R:1
C 0.29591 2.51024 -3.45102 0.01
O -0.18455 3.08974 -2.21300 -0.01
B -1.43598 3.45684 -1.99821 -0.80
O -2.42282 3.69289 -2.90624 0.17
P -1.86608 3.79977 -0.07998 1.11
C -3.45689 3.03731 0.37185 -0.34
C -3.38277 1.49100 0.48759 -0.23
C -2.20019 0.92713 -0.29427 -0.28
C -2.12856 -0.59110 -0.33794 -0.31
S -1.32111 -1.13882 -1.82418 0.37
O -1.44308 -2.55974 -1.93160 -0.32
O -1.62141 -0.24516 -2.91059 -0.34
Cl 0.56495 -0.69197 -1.24840 0.47
H 1.35794 2.73731 -3.51759 0.07
H 0.12788 1.43381 -3.38182 0.07
H -0.25610 2.93598 -4.29189 0.11
H -3.22756 3.16671 -2.96099 0.13
H -1.96425 5.17130 0.18612 0.03
H -0.86415 3.33854 0.78124 0.01
H -3.81906 3.52308 1.28317 0.04
H -4.15526 3.32286 -0.42544 0.10
H -4.29968 1.08146 0.04866 0.12
H -3.40078 1.16449 1.52965 0.07
H -2.25949 1.28497 -1.33170 0.08
H -1.24333 1.26853 0.12338 0.09
H -1.53790 -0.99427 0.48643 0.03
H -3.10053 -1.10437 -0.34775 0.09
Cl 2.61093 -4.51908 -1.40990 0.54
C 1.79208 -3.74605 -2.79613 -0.68
C 1.86820 -4.57693 -4.05268 -0.68
Cl 3.52708 -4.62874 -4.70709 0.53
H 2.25717 -2.77248 -2.93636 0.03
H 0.74842 -3.61828 -2.51664 0.04
H 1.24684 -4.12655 -4.82487 0.06
H 1.54277 -5.60023 -3.88580 0.05
Cl 1.22268 5.19347 0.03849 0.55
C 1.74186 6.00525 -1.47935 -0.62
C 2.53070 7.25645 -1.18687 -0.66
Cl 1.51200 8.51073 -0.44111 0.55
H 0.83998 6.23064 -2.04261 0.07
H 2.34651 5.28203 -2.02252 0.08
H 2.91779 7.65681 -2.12247 0.08
H 3.35971 7.05598 -0.51254 0.07
Cl -5.26628 -2.17101 1.39425 0.54
C -4.36215 -3.71317 1.28829 -0.63
C -3.50771 -3.91696 2.51673 -0.62
Cl -2.22974 -2.67487 2.60667 0.58
H -3.75665 -3.67749 0.38557 0.06
H -5.09420 -4.51337 1.20284 0.08
H -3.02411 -4.89127 2.48484 0.08
H -4.10171 -3.83131 3.42314 0.07
Cl 3.70067 0.25706 1.01336 0.56
C 3.34343 0.01832 2.75001 -0.64
C 2.23874 -0.98095 2.97123 -0.62
Cl 0.68108 -0.37478 2.33113 0.50
H 3.07381 0.99048 3.15394 0.02
H 4.25690 -0.33372 3.22508 0.08
H 2.10270 -1.14483 4.04016 0.04
H 2.43405 -1.92879 2.47545 0.08
Cl 1.66666 -9.77661 -6.89769 0.54
C 2.10611 -8.53087 -8.09517 -0.66
C 2.42312 -7.20783 -7.44543 -0.65
Cl 0.97571 -6.45963 -6.71122 0.56
H 1.27640 -8.44104 -8.79169 0.07
H 2.98715 -8.88976 -8.62440 0.07
H 2.79593 -6.50911 -8.19202 0.08
H 3.16047 -7.31567 -6.65391 0.06
Cl 4.00935 4.14628 5.21176 0.56
C 2.80829 4.51115 3.95029 -0.67
C 1.39790 4.23371 4.40806 -0.65
Cl 1.10425 2.49170 4.66614 0.55
H 3.05840 3.91422 3.07515 0.06
H 2.90138 5.56743 3.70254 0.07
H 0.70631 4.56986 3.64112 0.06
H 1.17284 4.74001 5.34319 0.07
Cl 2.17812 -3.13093 6.57976 0.54
C 0.43864 -3.52000 6.69881 -0.65
C -0.33211 -2.95500 5.53303 -0.68
Cl -0.39350 -1.17243 5.57849 0.53
H 0.07858 -3.12358 7.64446 0.07
H 0.35316 -4.60512 6.70204 0.08
H -1.36391 -3.30000 5.57191 0.06
H 0.10249 -3.24783 4.58016 0.05
Cl -5.42786 1.09316 3.32291 0.57
C -6.18956 2.37386 4.31050 -0.64
C -7.17421 3.19071 3.51461 -0.63
Cl -6.36838 4.19110 2.26653 0.55
H -5.39262 2.99144 4.71639 0.07
H -6.70896 1.87490 5.12641 0.08
H -7.69711 3.87926 4.17519 0.08
H -7.89440 2.56019 3.00038 0.07
Cl 5.11036 -1.81665 -3.72956 0.55
C 6.03564 -0.44672 -3.07003 -0.65
C 5.15160 0.50522 -2.30406 -0.67
Cl 3.98881 1.36938 -3.35607 0.54
H 6.53934 0.04544 -3.89837 0.07
H 6.77796 -0.85530 -2.38604 0.08
H 5.75898 1.26256 -1.81212 0.07
H 4.57001 -0.03242 -1.56179 0.01
```

> What is the formula in the first record?

C5H8N

> The highest HOMO-LUMO gap belongs to which entry?

C5H8N

> Which of these has the lowest LUMO energy?

C5H8N